[1]
Density functional theory data (ωB97M-V/def2-TZVPD) for a 3-piece molecular cluster, C28H30BN3O11S2 overall.

Summary:
* DFT total energy: -78852.135 eV
* orbital gap: 0.213 hartree
* SMILES string: O=C1C=CC(=O)c2c(B(O)O)c(CCCCn3cccc3)c(CCSc3nnco3)c(S)c21.O=C1OCCO1.O=C1OCCO1
* HOMO level: -7.6 eV
* net charge: 0

Each line ends with the Löwdin charge.
Atoms and positions in Å:
O 0.160 -3.056 3.253  0.01
C 0.436 -3.148 2.034  -0.29
C 1.347 -4.345 1.453  0.02
C 1.190 -4.829 0.113  0.03
C 0.029 -4.153 -0.785  -0.27
O -0.589 -4.915 -1.568  0.05
C -0.250 -2.609 -0.557  0.01
C -0.681 -1.613 -1.693  0.08
B -0.847 -2.121 -3.250  -0.48
O 0.152 -1.912 -4.265  0.09
O -2.049 -2.856 -3.626  0.07
C -0.927 -0.093 -1.369  -0.05
C -1.324 1.000 -2.470  -0.15
C -0.092 1.457 -3.423  -0.17
C 0.961 2.446 -2.671  -0.15
C 1.905 1.661 -1.637  -0.16
N 3.361 1.962 -1.764  -0.18
C 4.080 1.697 -0.519  -0.06
C 5.582 1.999 -0.746  -0.04
C 5.580 2.475 -2.233  -0.09
C 4.172 2.417 -2.871  -0.06
C -0.738 0.396 0.118  -0.13
C -0.956 1.932 0.569  -0.25
C -2.325 2.135 1.405  -0.44
S -3.771 1.239 0.606  0.93
C -4.587 2.357 -0.616  -0.54
N -5.065 3.695 -0.421  0.01
N -5.581 4.040 -1.646  -0.02
C -5.400 2.950 -2.561  -0.08
O -4.778 1.820 -1.916  -0.06
C -0.304 -0.598 1.266  -0.37
S -0.074 0.095 2.984  0.77
C -0.055 -2.089 0.919  -0.05
H 2.150 -4.866 2.073  0.12
H 1.815 -5.682 -0.306  0.12
H -0.209 -1.449 -5.051  0.11
H -1.760 -3.690 -4.078  0.12
H -1.887 1.906 -2.024  0.11
H -2.090 0.508 -3.186  0.13
H -0.527 1.931 -4.373  0.12
H 0.463 0.505 -3.729  0.10
H 0.321 3.182 -2.045  0.10
H 1.528 3.102 -3.422  0.11
H 1.594 1.913 -0.554  0.11
H 1.769 0.530 -1.841  0.13
H 3.509 1.309 0.386  0.10
H 6.414 1.901 0.015  0.07
H 6.525 2.818 -2.759  0.07
H 3.794 2.654 -3.912  0.10
H -0.107 2.295 1.261  0.10
H -0.933 2.649 -0.334  0.10
H -2.512 3.274 1.469  0.10
H -2.273 1.759 2.479  0.05
H -5.710 2.957 -3.652  0.13
H -1.114 -0.431 3.736  -0.09
C 3.154 1.772 3.880  -0.15
C 4.086 0.926 4.694  -0.13
O 5.129 0.629 3.776  0.07
C 5.120 1.607 2.829  -0.54
O 5.968 1.754 1.998  0.13
O 4.020 2.397 2.945  0.06
H 2.632 2.516 4.484  0.14
H 2.417 1.181 3.330  0.07
H 4.506 1.468 5.546  0.14
H 3.613 0.011 5.054  0.14
C -3.207 -3.175 2.486  -0.13
C -3.776 -4.112 1.464  -0.12
O -5.135 -3.706 1.377  0.07
C -5.193 -2.410 1.790  -0.55
O -6.159 -1.711 1.685  0.15
O -4.011 -2.012 2.337  0.04
H -2.157 -2.947 2.304  0.09
H -3.317 -3.552 3.507  0.14
H -3.308 -3.993 0.481  0.13
H -3.701 -5.157 1.768  0.14

***

[2]
Density functional theory data (ωB97M-V/def2-TZVPD) for C45H55ClMnN3O9P2S3 as an isolated structure.

Summary:
* DFT total energy: -165391.679 eV
* 2S+1: 6
* ⟨S²⟩: 8.83
* orbital gap (alpha / beta): 0.139 / 0.247 hartree
* HOMO level (alpha / beta): -2.1 / -4.9 eV
* ΔE to the lowest compared entry with this formula, charge and spin: 214.8 kJ/mol
* net charge: -1

Each line ends with the Löwdin charge.
Atoms and positions in Å:
Mn 1.660 0.316 0.017  1.00
S -1.291 4.851 2.306  1.03
C -2.011 6.065 3.305  -0.43
C -1.501 6.053 4.565  -0.22
C -0.513 5.075 4.751  -0.14
C -0.258 4.321 3.621  -0.46
C 0.713 3.292 3.429  -0.23
C 0.749 2.521 2.248  -0.09
N 1.663 1.634 1.954  0.08
C 2.682 1.436 2.849  -0.15
C 2.687 2.083 4.120  -0.16
C 3.729 1.749 5.043  -0.04
C 4.687 0.845 4.737  -0.04
C 4.732 0.214 3.456  -0.16
C 5.643 -0.776 3.120  0.03
C 5.592 -1.360 1.843  -0.24
C 4.696 -0.775 0.919  -0.14
N 3.801 0.124 1.214  0.10
C 3.738 0.583 2.495  -0.17
C 6.319 -2.530 1.464  -0.47
C 7.297 -3.227 2.138  -0.14
C 7.700 -4.406 1.490  -0.22
C 7.040 -4.620 0.319  -0.43
S 5.901 -3.369 -0.016  1.04
C 1.703 3.012 4.398  0.02
H -2.770 6.707 2.900  0.05
H -1.820 6.730 5.342  0.09
H -0.009 4.925 5.691  0.09
H -0.036 2.664 1.515  0.08
H 3.711 2.232 6.011  0.11
H 5.440 0.576 5.467  0.11
H 6.368 -1.109 3.849  0.11
H 4.730 -1.092 -0.116  0.07
H 7.715 -2.891 3.069  0.10
H 8.453 -5.073 1.871  0.09
H 7.142 -5.438 -0.366  0.05
H 1.715 3.543 5.339  0.10
C -4.950 -2.284 1.936  -0.03
C -4.016 -2.422 0.736  -0.46
C -3.548 -3.867 0.580  -0.04
O -2.879 -1.585 0.948  -0.20
P -2.336 -0.510 -0.133  0.53
O -1.220 0.232 0.430  -0.22
C -2.100 -1.470 -1.671  -0.18
P -0.982 -0.495 -2.763  0.51
O 0.127 0.121 -2.057  -0.23
O -1.877 0.579 -3.500  -0.17
C -2.818 0.219 -4.517  -0.45
C -2.384 0.882 -5.817  -0.03
C -4.210 0.662 -4.086  -0.03
O -0.640 -1.462 -3.994  -0.19
C -0.421 -2.871 -4.016  -0.45
C 0.644 -3.287 -3.016  -0.05
C -0.034 -3.210 -5.453  -0.04
O -3.641 0.373 -0.497  -0.20
C -4.196 1.128 0.597  -0.45
C -5.676 1.325 0.291  -0.04
C -3.479 2.448 0.811  -0.06
H -5.812 -2.936 1.818  0.08
H -5.288 -1.256 2.033  0.06
H -4.416 -2.559 2.841  0.09
H -4.544 -2.091 -0.170  0.13
H -2.974 -4.147 1.460  0.09
H -2.909 -3.978 -0.293  0.07
H -4.405 -4.532 0.488  0.08
H -3.041 -1.726 -2.154  0.08
H -1.571 -2.374 -1.375  0.05
H -2.797 -0.872 -4.644  0.13
H -2.425 1.962 -5.708  0.06
H -3.042 0.578 -6.629  0.08
H -1.362 0.590 -6.045  0.09
H -4.250 1.748 -4.063  0.05
H -4.431 0.293 -3.086  0.06
H -4.952 0.292 -4.792  0.08
H -1.381 -3.361 -3.779  0.14
H 1.613 -2.922 -3.343  0.02
H 0.677 -4.371 -2.927  0.09
H 0.446 -2.841 -2.043  0.05
H 0.877 -2.678 -5.711  0.08
H -0.821 -2.903 -6.139  0.08
H 0.134 -4.279 -5.552  0.08
H -4.082 0.531 1.512  0.13
H -5.787 1.916 -0.614  0.08
H -6.160 1.841 1.115  0.08
H -6.167 0.366 0.143  0.07
H -3.630 3.115 -0.032  0.08
H -2.416 2.276 0.937  0.04
H -3.863 2.917 1.713  0.08
S 3.470 -1.123 -3.976  0.56
C 3.005 -0.787 -2.493  -0.94
N 2.674 -0.657 -1.373  0.00
Cl -3.154 4.404 -4.290  0.65
C -1.665 4.047 -3.460  -0.66
C -1.705 3.269 -2.317  -0.11
C -0.523 2.993 -1.659  -0.02
C 0.687 3.468 -2.145  -0.10
C 0.699 4.260 -3.287  -0.01
C -0.478 4.559 -3.951  -0.10
C 1.987 3.043 -1.473  -0.56
O 2.990 3.731 -1.596  0.06
O 1.886 1.960 -0.812  -0.14
H -2.640 2.857 -1.971  0.08
H -0.532 2.375 -0.775  0.08
H 1.643 4.643 -3.646  0.12
H -0.470 5.164 -4.848  0.10
C 0.042 -1.949 2.906  -0.02
C 1.019 -2.234 1.742  -0.69
C 0.489 -3.443 0.932  -0.02
C 2.398 -2.600 2.323  -0.02
O 1.084 -1.136 0.923  -0.28
H 0.004 -2.804 3.578  0.08
H -0.949 -1.747 2.507  0.06
H 0.374 -1.070 3.454  0.08
H 0.391 -4.320 1.570  0.08
H 1.175 -3.664 0.116  0.08
H -0.488 -3.185 0.526  0.05
H 2.348 -3.523 2.896  0.08
H 2.750 -1.800 2.967  0.08
H 3.106 -2.725 1.511  0.07

***

Question: The lowest DFT total energy belongs to which entry?
Answer: C45H55ClMnN3O9P2S3

***

Question: The highest net charge belongs to which entry?
Answer: C28H30BN3O11S2

***

Question: The lowest net charge belongs to which entry?
Answer: C45H55ClMnN3O9P2S3